Record 1
DFT (wB97M-V/def2-TZVPD) results for C28H25N8Pt as an isolated structure in a non-equilibrium geometry.

Each line ends with the Mulliken charge.
Element x y z (Å)
Pt 0.03 0.11 0.04  0.263
N -1.64 0.91 2.72  -0.185
C -0.45 0.38 3.04  0.703
N -0.20 0.23 4.33  -0.794
C 1.04 -0.17 4.64  0.206
N 1.30 -0.42 5.93  -0.339
N 2.03 -0.30 3.76  -0.763
C 1.71 -0.15 2.48  -0.029
N 0.44 0.13 2.05  0.219
C 2.78 -0.19 1.52  1.379
C 4.10 -0.29 1.99  -1.164
C 5.14 -0.24 1.10  -0.532
C 4.85 -0.11 -0.26  -1.030
C 3.52 -0.03 -0.64  -0.039
N 2.50 -0.06 0.21  0.420
H -2.30 1.02 3.46  0.325
H -1.94 0.91 1.75  -0.090
H 0.59 -0.23 6.61  0.255
H 2.24 -0.65 6.21  0.245
H 4.25 -0.37 3.05  0.514
H 6.17 -0.29 1.43  0.457
H 5.62 -0.07 -1.01  0.460
H 3.29 0.08 -1.69  0.228
C 0.40 0.10 -4.20  -0.760
C 0.60 0.08 -2.84  0.520
N -0.40 0.10 -1.94  0.794
C -1.69 0.12 -2.41  0.256
C -1.96 0.20 -3.80  1.052
C -0.90 0.18 -4.70  -0.871
C -3.32 0.27 -4.24  -0.960
C -4.34 0.16 -3.36  -1.000
C -4.10 -0.03 -1.97  0.861
C -5.13 -0.28 -1.07  -0.593
C -4.81 -0.56 0.25  -1.168
C -3.47 -0.52 0.64  0.002
N -2.48 -0.21 -0.18  -0.135
C -2.76 -0.01 -1.49  -0.181
H 1.25 0.06 -4.86  0.513
H 1.59 0.04 -2.43  -0.295
H -1.08 0.22 -5.76  0.460
H -3.50 0.38 -5.29  0.421
H -5.37 0.18 -3.70  0.415
H -6.16 -0.28 -1.40  0.452
H -5.56 -0.82 0.97  0.417
H -3.22 -0.77 1.66  0.629
C -0.14 2.34 0.02  -1.855
C 1.21 2.70 0.29  0.688
C 1.65 2.94 1.62  -0.159
C 2.93 3.38 1.88  -0.727
C 3.81 3.62 0.83  -0.572
C 3.41 3.38 -0.48  -0.714
C 2.15 2.92 -0.75  -0.396
H -0.50 2.58 -0.98  0.622
H -0.85 2.58 0.80  0.624
H 0.96 2.78 2.44  0.326
H 3.24 3.55 2.90  0.442
H 4.80 4.01 1.04  0.419
H 4.10 3.58 -1.29  0.445
H 1.84 2.74 -1.77  0.452
C -0.01 -1.91 0.01  -0.858
H -0.65 -2.47 -0.66  0.386
H 0.79 -2.45 0.51  0.338

Values from the calculation:
maximum force = 2.66 eV/A
total charge = +1
energy = -44603.0870 eV
multiplicity = 1
frontier orbital gap (alpha / beta) = 5.774 / 5.403 eV

---

Record 2
DFT (wB97M-V/def2-TZVPD) results for a 2-piece molecular cluster, C28H25NO4 overall in a non-equilibrium geometry.

Each line ends with the Mulliken charge.
Element x y z (Å)
C 1.03 -1.35 6.11  -0.344
C 1.21 -0.46 4.86  -0.583
C 0.55 -1.26 3.78  0.750
C 0.00 -2.42 4.37  0.191
O 0.24 -2.53 5.71  -0.494
C -0.72 -3.37 3.63  -1.106
C -0.91 -3.14 2.29  -0.647
C -0.30 -2.02 1.62  0.515
C -0.38 -1.75 0.24  -0.383
C -0.87 -2.59 -0.80  0.530
C -1.26 -1.94 -2.01  -0.585
C -1.85 -2.67 -3.03  0.697
C -2.02 -4.07 -2.86  0.130
O -2.60 -4.69 -3.93  -0.498
C -2.88 -3.64 -4.94  -0.338
C -2.39 -2.30 -4.37  -0.533
C -1.59 -4.75 -1.71  -1.006
C -0.98 -4.02 -0.72  -0.790
C 0.42 -1.07 2.42  -0.877
H 1.99 -1.71 6.50  0.267
H 0.48 -0.84 6.91  0.283
H 0.72 0.51 5.01  0.255
H 2.27 -0.27 4.66  0.298
H -1.11 -4.24 4.14  0.445
H -1.54 -3.81 1.72  0.783
H -0.04 -0.76 -0.07  0.484
H -1.11 -0.87 -2.12  0.483
H -2.36 -3.93 -5.85  0.286
H -3.96 -3.65 -5.12  0.263
H -3.21 -1.58 -4.31  0.297
H -1.61 -1.87 -5.02  0.213
H -1.75 -5.82 -1.65  0.450
H -0.55 -4.53 0.14  0.839
H 0.87 -0.20 1.93  0.691
C -0.11 6.85 2.13  -1.202
C 0.84 5.79 1.65  -0.175
O 0.29 5.18 0.45  -0.312
C 1.02 4.10 0.07  0.712
C 0.56 3.55 -1.20  -0.280
C 1.19 2.42 -1.81  0.966
C 2.25 1.73 -1.16  -0.430
C 2.89 0.66 -1.75  -0.667
C 2.51 0.24 -3.03  -0.473
C 1.46 0.89 -3.70  -0.568
C 0.81 1.97 -3.11  -0.723
C -0.41 4.30 -1.85  0.027
N -1.22 4.93 -2.42  -0.727
O 1.96 3.71 0.77  -0.763
H 0.38 7.47 2.88  0.382
H -0.47 7.50 1.32  0.318
H -0.98 6.40 2.62  0.285
H 1.83 6.21 1.41  0.274
H 0.97 5.01 2.42  0.264
H 2.55 2.09 -0.18  0.574
H 3.70 0.16 -1.21  0.370
H 3.02 -0.59 -3.50  0.378
H 1.16 0.56 -4.70  0.414
H -0.01 2.48 -3.62  0.387

Values from the calculation:
maximum force = 2.84 eV/A
energy = -39118.6455 eV
ΔE to the lowest compared entry with this formula, charge and spin = 0.0 kcal per mole
multiplicity = 1
frontier orbital gap = 2.401 eV

---

Record 3
DFT (wB97M-V/def2-TZVPD) results for an isolated molecule of C28H25NO6S in a non-equilibrium geometry.

Each line ends with the Mulliken charge.
Element x y z (Å)
C 1.95 3.80 1.99  -2.058
C 1.65 2.65 1.03  1.730
O 2.89 1.94 0.82  -0.400
C 2.73 0.79 0.18  0.109
O 1.65 0.31 -0.07  -0.652
C 4.06 0.19 -0.21  0.389
C 4.54 0.93 -1.49  -0.887
C 4.14 -0.02 -2.62  -0.602
C 4.44 -1.39 -2.04  -0.584
C 3.93 -1.29 -0.60  -0.527
C 1.22 3.24 -0.33  0.223
O 2.08 3.75 -1.03  -0.708
C -0.16 3.17 -0.68  -1.183
C -1.04 2.34 -0.03  1.394
C -2.38 2.14 -0.47  -1.044
C -3.18 1.16 0.05  0.927
C -4.56 1.00 -0.41  -0.307
C -5.69 0.89 0.44  -0.610
C -6.85 0.81 -0.24  -0.315
S -6.61 0.85 -1.94  -0.168
C -4.92 0.99 -1.73  -0.735
N -2.71 0.35 1.06  0.067
C -3.32 -0.94 1.38  -0.651
C -2.30 -2.03 1.12  0.045
C -1.95 -2.92 2.13  -0.539
C -0.96 -3.89 1.93  -1.116
C -0.34 -3.91 0.71  1.110
C -0.71 -3.03 -0.31  0.695
C -1.68 -2.09 -0.13  -0.790
O 0.05 -3.28 -1.42  -0.506
C 0.94 -4.31 -1.05  -0.184
O 0.65 -4.74 0.26  -0.490
C -1.49 0.60 1.58  -0.759
C -0.66 1.56 1.11  0.215
C 0.68 1.68 1.71  -0.016
O 1.01 1.07 2.70  -0.698
H 2.30 3.40 2.94  0.433
H 1.05 4.38 2.16  0.386
H 2.72 4.43 1.55  0.462
H 4.76 0.37 0.61  0.576
H 4.09 1.91 -1.59  0.361
H 5.62 1.04 -1.47  0.325
H 4.69 0.18 -3.54  0.412
H 3.07 0.07 -2.82  0.215
H 3.96 -2.20 -2.59  0.349
H 5.52 -1.57 -2.05  0.315
H 4.48 -1.94 0.08  0.357
H 2.88 -1.56 -0.56  -0.133
H -0.46 3.69 -1.57  0.451
H -2.78 2.77 -1.25  0.607
H -5.63 0.91 1.52  0.428
H -7.85 0.73 0.15  0.457
H -4.27 1.04 -2.58  0.510
H -3.63 -0.95 2.42  0.227
H -4.19 -1.08 0.74  0.499
H -2.44 -2.86 3.09  0.402
H -0.68 -4.57 2.72  0.439
H -1.95 -1.40 -0.92  0.453
H 1.98 -3.94 -1.10  0.179
H 0.83 -5.16 -1.75  0.274
H -1.17 -0.04 2.40  0.641

Values from the calculation:
maximum force = 1.30 eV/A
SMILES = C[C@]1(OC(=O)C2CCCC2)C(=O)C=C2C=C(c3ccsc3)N(Cc3ccc4c(c3)OCO4)C=C2C1=O
energy = -54051.8436 eV
ΔE to the lowest compared entry with this formula, charge and spin = 0.0 kcal per mole
multiplicity = 1
frontier orbital gap = 7.576 eV

---

Question: What is the multiplicity in the third record?
Answer: 1